1.
{"formula": "C21H37IrNSeSi3", "method": "ωB97M-V/def2-TZVPD", "symbols": ["Ir", "Se", "Si", "Si", "Si", "N", "C", "C", "C", "C", "C", "C", "C", "C", "C", "C", "C", "C", "C", "C", "C", "C", "C", "C", "C", "C", "C", "H", "H", "H", "H", "H", "H", "H", "H", "H", "H", "H", "H", "H", "H", "H", "H", "H", "H", "H", "H", "H", "H", "H", "H", "H", "H", "H", "H", "H", "H", "H", "H", "H", "H", "H", "H", "H"], "positions_angstrom": [[0.78568, -0.23697, 0.88789], [-0.07771, 1.58506, 2.03572], [-2.37543, 2.44825, 2.38193], [0.96256, -1.97226, -1.95222], [-1.53715, 0.07375, -1.53447], [1.86482, 1.00752, -0.24928], [-2.02506, -0.39518, -3.26908], [0.36807, -2.07139, 2.43572], [-2.24673, 2.42868, 4.23361], [1.00201, -1.81906, -3.80917], [1.11275, -3.00776, 1.70415], [2.81675, 2.32025, -2.41270], [-3.75265, 1.41426, 1.72648], [0.31250, -0.31287, -1.16797], [2.86967, 1.87284, -0.06430], [2.76580, -2.12722, -1.43661], [-2.20180, 4.14945, 1.67619], [1.77441, 1.41942, -2.57929], [1.31607, 0.75790, -1.45233], [2.49669, -3.05058, 1.83628], [-0.16477, -3.38220, -1.47003], [1.03735, -1.19423, 3.30422], [3.15324, -2.14681, 2.66493], [-2.53879, -0.95741, -0.33868], [-1.75093, 1.92407, -1.35389], [2.42859, -1.20608, 3.38776], [3.37701, 2.54274, -1.15378], [-2.22394, 1.41643, 4.63958], [3.36402, -1.53869, -2.13671], [-1.38517, 0.04524, -4.03429], [4.19006, 3.24066, -1.01988], [-2.40412, -2.01349, -0.57166], [4.22979, -2.18970, 2.76325], [1.32787, 1.24309, -3.54664], [-4.67113, 1.88665, 2.09008], [-0.60470, -3.28738, -0.47848], [-2.05303, -1.47519, -3.42165], [1.53872, -0.93576, -4.15516], [3.20121, 2.85822, -3.26894], [-1.31738, 2.32842, -0.43726], [-3.03680, -0.01887, -3.44094], [-3.73985, 0.39096, 2.09925], [-3.13409, 2.92327, 4.63913], [-0.98830, -3.43489, -2.18545], [0.60581, -3.73048, 1.08178], [-1.24446, 4.61213, 1.91843], [-2.27544, -0.80376, 0.70915], [-3.60416, -0.74680, -0.45219], [1.55938, -2.68544, -4.17767], [-1.37622, 2.97458, 4.60076], [-3.79523, 1.40073, 0.63991], [0.46062, -0.55452, 3.95940], [3.10003, -3.16286, -1.52791], [3.06427, -3.79737, 1.29839], [0.35889, -4.33874, -1.52660], [-1.26733, 2.43070, -2.19253], [-2.35335, 4.19369, 0.59898], [-2.80667, 2.20109, -1.38578], [-2.98125, 4.75336, 2.15151], [2.93330, -0.52497, 4.05994], [3.23521, 2.01724, 0.94275], [-0.71664, -2.12047, 2.44599], [3.01739, -1.78296, -0.43431], [0.01972, -1.83829, -4.27528]], "forces_ev_per_angstrom": [[0.635, -0.310, 0.138], [0.094, 0.062, -0.278], [-0.086, -0.069, 0.240], [0.131, 0.042, 0.115], [0.128, 0.003, 0.076], [-0.246, -0.045, -0.182], [-0.003, -0.010, -0.004], [-0.311, -0.096, -0.156], [0.066, -0.044, -0.026], [-0.037, 0.035, -0.011], [0.000, -0.022, -0.035], [0.037, 0.011, 0.077], [0.057, 0.020, -0.057], [-0.209, 0.242, 0.153], [-0.094, -0.063, 0.071], [-0.085, -0.052, -0.040], [0.038, -0.062, -0.069], [-0.048, 0.005, 0.103], [-0.004, -0.021, 0.006], [-0.003, 0.027, -0.064], [-0.011, 0.010, -0.027], [-0.114, 0.262, 0.111], [-0.030, 0.032, 0.007], [-0.013, 0.027, -0.034], [0.013, -0.035, -0.015], [0.061, 0.008, -0.012], [-0.002, 0.044, -0.136], [-0.015, -0.002, -0.004], [0.020, 0.012, 0.008], [0.008, 0.021, -0.003], [0.005, 0.004, -0.007], [-0.008, -0.039, 0.005], [0.004, 0.001, 0.002], [-0.006, -0.004, -0.016], [-0.028, 0.002, 0.004], [0.000, -0.013, -0.051], [-0.007, 0.022, 0.000], [0.020, -0.011, -0.007], [0.006, 0.007, -0.006], [-0.003, -0.001, -0.014], [-0.023, -0.004, -0.006], [0.002, 0.025, 0.033], [-0.026, 0.014, -0.013], [-0.022, -0.008, 0.007], [0.031, 0.010, 0.022], [0.001, -0.005, 0.032], [0.011, 0.027, -0.009], [-0.006, 0.013, 0.006], [0.002, -0.019, 0.002], [-0.009, 0.006, -0.010], [-0.003, 0.006, -0.003], [0.033, 0.010, 0.011], [0.020, -0.012, 0.017], [0.000, -0.007, -0.015], [0.029, 0.000, 0.008], [0.003, 0.016, -0.002], [-0.005, -0.020, -0.005], [-0.012, 0.008, -0.004], [-0.017, 0.024, -0.005], [-0.001, 0.004, -0.006], [-0.008, -0.028, 0.007], [0.015, -0.049, 0.000], [0.002, -0.001, 0.071], [0.020, -0.008, -0.003]], "nbo_charge": [0.709, 0.076, 1.599, 1.677, 1.706, -0.426, -1.134, -0.373, -1.157, -1.123, -0.123, -0.086, -1.164, -0.969, 0.072, -1.138, -1.159, -0.262, 0.231, -0.200, -1.143, -0.219, -0.149, -1.134, -1.135, -0.192, -0.245, 0.257, 0.259, 0.250, 0.260, 0.253, 0.254, 0.254, 0.283, 0.227, 0.248, 0.242, 0.253, 0.216, 0.267, 0.264, 0.282, 0.262, 0.243, 0.267, 0.221, 0.263, 0.269, 0.264, 0.261, 0.253, 0.265, 0.253, 0.267, 0.258, 0.267, 0.258, 0.282, 0.255, 0.234, 0.273, 0.220, 0.256], "spin_multiplicity": 2, "energy_ha": -4250.90099, "charge": 2, "s2": 0.76, "e_homo_ev": [-14.83, -14.78], "orbital_gap_ev": [6.959, 6.079], "e_above_lowest_kcal_mol": 28.6}

2.
{"formula": "C3H6NO2S", "method": "ωB97M-V/def2-TZVPD", "symbols": ["S", "O", "O", "N", "C", "C", "C", "H", "H", "H", "H", "H", "H"], "positions_angstrom": [[-2.15916, -0.94009, 0.44939], [-0.99344, 0.03879, -1.03033], [-2.67787, -2.24202, 0.09971], [-0.90103, -1.22928, 1.38007], [1.40719, 0.35863, -1.04166], [-0.18464, 0.07163, 1.28565], [0.07349, 0.57586, -0.46747], [0.86456, 0.03566, 1.73982], [1.63052, -0.67258, -0.97727], [2.26366, 0.96192, -0.83282], [-0.70406, 0.90711, 1.71700], [1.44993, 0.47576, -2.10242], [-0.06916, 1.65862, -0.21965]], "forces_ev_per_angstrom": [[1.926, -0.161, 1.305], [-0.539, -0.794, -1.248], [-1.236, -1.085, -0.994], [0.206, 3.062, -1.525], [0.596, -1.021, -1.224], [2.712, -1.285, -0.652], [-2.200, 1.464, 4.274], [-1.395, -0.202, -0.242], [0.710, -1.344, 0.535], [0.350, 0.564, 1.467], [-0.384, 0.551, 0.120], [-0.903, 0.281, -1.268], [0.157, -0.030, -0.547]], "nbo_charge": [1.464, -0.796, -0.973, -0.859, -0.661, -0.322, 0.143, 0.166, 0.205, 0.194, 0.151, 0.200, 0.089], "energy_ha": -721.28310, "charge": -1, "e_homo_ev": -3.82, "orbital_gap_ev": 7.840, "e_above_lowest_kcal_mol": 78.8}

3.
{"formula": "C35H34ClIN2O4SSn", "method": "ωB97M-V/def2-TZVPD", "symbols": ["I", "Sn", "Cl", "S", "O", "O", "O", "O", "N", "N", "C", "C", "C", "C", "C", "C", "C", "C", "C", "C", "C", "C", "C", "C", "C", "C", "C", "C", "C", "C", "C", "C", "C", "C", "C", "C", "C", "C", "C", "C", "C", "C", "C", "C", "C", "H", "H", "H", "H", "H", "H", "H", "H", "H", "H", "H", "H", "H", "H", "H", "H", "H", "H", "H", "H", "H", "H", "H", "H", "H", "H", "H", "H", "H", "H", "H", "H", "H", "H"], "positions_angstrom": [[-0.95364, 3.34471, -3.27557], [0.42594, -1.33502, -0.89553], [-1.82219, -0.08651, -7.67526], [0.61221, -0.10059, 2.22975], [-0.35146, -0.69709, 1.17105], [-1.95147, -1.26140, -0.95982], [-0.55114, -3.50016, -0.27606], [-0.25987, 0.47279, -2.13820], [1.62233, 4.18088, -0.64215], [-0.34718, -2.01602, -3.17060], [-0.61074, 0.35361, -3.33427], [3.43437, 2.76733, 4.12765], [2.77428, 1.49223, -2.54931], [3.48138, 1.23173, -0.24010], [2.93465, 3.95207, 4.64884], [-0.26699, -0.25240, 3.80873], [4.29291, -1.85110, -2.13835], [0.89438, 3.62800, 3.41997], [-4.26031, 1.29364, 3.83746], [0.53666, 1.66663, 1.92148], [-0.97117, 1.48620, -4.14290], [-2.61717, -2.52919, -0.85352], [4.00540, -0.00409, -0.53306], [-1.37029, 0.05642, -6.04744], [-1.04084, -1.12781, -5.29593], [-1.91563, 1.57511, 4.28441], [3.89337, -0.55010, -1.83906], [1.66579, 4.38330, 4.29042], [-0.73712, -3.48596, -5.00899], [1.39058, 2.44108, 2.89010], [-0.37649, -3.23558, -3.68189], [-4.01874, 0.00100, 3.39158], [-2.70008, -0.16800, -0.38230], [-3.20923, 2.07672, 4.29061], [0.25015, -4.27529, 0.62786], [-2.72531, -0.49764, 3.38180], [2.82889, 1.97557, -1.23539], [-1.07077, -2.42987, -5.82130], [-1.91270, -3.39804, 0.15306], [2.66885, 2.01688, 3.24765], [-0.66881, -0.97476, -3.95856], [-1.66255, 0.28928, 3.81706], [2.16401, 3.19861, -0.89735], [3.29612, 0.25832, -2.84440], [-1.33466, 1.31618, -5.46892], [-1.10017, 2.17685, 4.66575], [-0.09094, 3.97479, 3.13301], [-4.84283, -0.62437, 3.07379], [1.26500, -4.29214, 0.23749], [-3.70489, -0.17554, -0.80455], [-2.54118, -1.51767, 3.06758], [3.53428, 4.53933, 5.33055], [-0.10911, -4.04557, -3.01382], [-2.19332, 0.75053, -0.66726], [1.27558, 5.31112, 4.68602], [4.42360, 2.42814, 4.40373], [-3.65588, -2.37800, -0.56130], [-1.93593, -2.95503, 1.15208], [0.88587, 1.75291, 0.88870], [4.17301, -2.23518, -3.14226], [4.73175, -2.50790, -1.40099], [3.26283, -0.11780, -3.86015], [3.57092, 1.64808, 0.75525], [3.07499, 1.09337, 2.84838], [-0.13814, -5.29232, 0.67943], [0.39282, 0.25168, 4.51845], [-2.59668, -2.99679, -1.83911], [-3.39860, 3.07286, 4.66693], [-0.51063, 1.97128, 1.95990], [-0.23375, -1.32288, 4.01785], [-1.35299, -2.59143, -6.85236], [-1.60023, 2.17309, -6.07252], [0.24096, -3.82385, 1.62243], [-0.74955, -4.50041, -5.38061], [-2.73218, -0.25662, 0.70160], [2.31320, 2.09739, -3.31842], [-5.27004, 1.68074, 3.85589], [-2.36406, -4.39317, 0.18093], [4.51063, -0.57714, 0.23434]], "forces_ev_per_angstrom": [[0.047, -0.023, 0.008], [-0.113, 0.064, -0.012], [-0.008, -0.013, -0.033], [-0.042, -0.027, -0.067], [0.105, 0.042, -0.006], [-0.051, -0.156, -0.002], [-0.018, 0.030, -0.048], [0.069, 0.022, 0.148], [-0.130, -0.058, 0.078], [0.017, 0.042, -0.075], [-0.025, -0.068, -0.098], [0.014, 0.024, 0.022], [-0.055, -0.019, -0.008], [-0.034, 0.026, 0.028], [0.007, -0.014, -0.004], [-0.030, -0.023, 0.003], [0.043, -0.103, -0.055], [0.047, 0.020, -0.014], [-0.022, -0.009, -0.007], [0.029, -0.011, 0.019], [-0.036, 0.020, 0.012], [0.012, -0.027, 0.039], [0.015, -0.030, 0.003], [0.007, 0.076, 0.050], [0.001, 0.019, -0.028], [0.003, 0.019, -0.010], [-0.089, -0.069, -0.046], [-0.010, -0.010, -0.015], [0.012, -0.006, 0.025], [-0.028, 0.067, 0.009], [0.026, -0.008, -0.038], [0.004, 0.002, -0.001], [-0.017, 0.092, -0.007], [0.020, 0.004, 0.002], [0.011, -0.010, 0.020], [-0.001, 0.001, 0.016], [-0.109, -0.048, 0.079], [0.005, -0.010, 0.018], [0.004, -0.018, -0.009], [-0.026, -0.044, 0.016], [0.002, 0.083, 0.099], [0.016, -0.012, -0.016], [0.263, 0.123, -0.115], [0.006, 0.004, -0.048], [0.010, -0.090, -0.020], [0.016, 0.018, 0.004], [-0.015, -0.005, 0.000], [-0.005, -0.003, -0.001], [-0.002, 0.002, -0.009], [0.016, 0.008, -0.022], [0.015, -0.040, -0.019], [0.004, 0.000, 0.003], [0.001, -0.014, 0.001], [0.013, -0.025, 0.052], [0.001, 0.004, 0.004], [0.006, -0.001, 0.003], [0.000, -0.002, -0.009], [-0.042, 0.019, 0.016], [-0.012, 0.050, -0.006], [0.059, -0.006, -0.001], [0.040, 0.076, 0.052], [-0.009, 0.010, 0.001], [0.000, 0.003, -0.035], [-0.007, 0.006, 0.029], [0.014, 0.003, 0.004], [-0.010, 0.009, 0.014], [0.011, 0.020, 0.003], [0.002, 0.007, 0.003], [-0.008, -0.041, -0.007], [0.011, 0.005, 0.011], [-0.001, -0.002, -0.005], [-0.003, 0.006, -0.001], [-0.001, -0.008, -0.002], [0.003, -0.006, 0.005], [-0.019, 0.003, -0.016], [-0.011, 0.019, -0.017], [-0.006, -0.002, 0.000], [-0.008, 0.013, 0.023], [-0.004, 0.000, 0.010]], "mulliken_charge": [0.197, 1.045, -0.156, 0.034, -0.255, 0.040, -0.317, -0.145, -0.515, 0.875, -0.101, -0.991, -0.666, -0.488, -0.518, -1.373, -1.515, -0.493, -0.601, 0.446, -0.237, -0.819, -0.658, 0.668, 0.168, -0.190, 1.137, -0.755, -0.996, 0.295, -0.753, -0.467, -0.700, -0.761, -0.881, -0.278, 0.219, -0.844, -0.318, -0.154, 0.341, 0.225, -0.174, -0.373, -0.377, 0.608, 0.509, 0.444, 0.294, 0.372, 0.334, 0.425, 0.543, 0.136, 0.448, 0.444, 0.633, 0.005, -0.576, 0.356, 0.355, 0.482, 0.903, 0.527, 0.320, 0.585, 0.247, 0.439, 0.719, 0.654, 0.487, 0.511, 0.286, 0.475, 0.084, 0.575, 0.430, 0.652, 0.470], "energy_ha": -3134.40644, "charge": 2, "e_homo_ev": [-12.39, -13.67], "orbital_gap_ev": [4.268, 7.498], "e_above_lowest_kcal_mol": 6.5}

4.
{"formula": "C4H8NO2", "method": "ωB97M-V/def2-TZVPD", "symbols": ["O", "O", "N", "C", "C", "C", "C", "H", "H", "H", "H", "H", "H", "H", "H"], "positions_angstrom": [[-1.15800, -1.14826, -0.14187], [-0.10088, -0.72192, -2.17648], [0.27894, 0.54296, -0.33555], [-0.15512, 0.64355, 1.04885], [-0.19255, -0.63103, -0.85825], [-0.96237, -0.66081, 1.21717], [1.07096, 1.39553, -0.85400], [-0.55230, 1.67086, 1.31519], [0.84037, 0.53445, 1.61730], [-0.47325, -1.56879, -2.45138], [-0.47653, -1.43534, 1.81339], [1.30280, 1.15256, -1.86699], [-2.03153, -0.53224, 1.61845], [1.30410, 2.13676, -0.13683], [1.30539, -1.37828, 0.19101]], "forces_ev_per_angstrom": [[-0.429, 0.234, -0.069], [-0.361, -0.236, 0.971], [-0.287, 1.163, 0.814], [2.023, 0.035, 2.230], [2.176, -1.804, 0.055], [-2.684, 0.382, 0.661], [-1.031, -0.808, -0.396], [-0.137, -1.494, -0.613], [-1.691, 0.211, -0.390], [-0.054, -0.244, -0.359], [0.283, 0.170, -0.279], [0.821, 0.788, -0.559], [1.745, 0.015, -0.531], [0.952, 1.217, -0.326], [-1.326, 0.369, -1.209]], "nbo_charge": [-0.443, -0.631, -0.293, -0.285, 0.775, -0.105, 0.051, 0.272, 0.258, 0.535, 0.244, 0.249, 0.253, 0.230, -0.109], "energy_ha": -362.02328, "charge": 1, "e_homo_ev": [-13.02, -13.98], "orbital_gap_ev": [7.324, 8.418], "e_above_lowest_kcal_mol": 119.3}

5.
{"formula": "C3H11N3O", "method": "ωB97M-V/def2-TZVPD", "symbols": ["O", "N", "N", "N", "C", "C", "C", "H", "H", "H", "H", "H", "H", "H", "H", "H", "H", "H"], "positions_angstrom": [[-2.18535, -2.65273, -1.65968], [-1.70169, 0.41183, -0.33258], [-0.15042, 1.95464, -1.15084], [0.20867, 1.15843, 0.97465], [1.65585, 0.91415, 0.97154], [-0.53512, 1.20012, -0.21178], [1.99211, -0.59016, 0.91312], [-0.63017, 1.78591, -2.04567], [-2.85063, -2.56752, -2.34336], [1.26680, -1.30072, 0.56953], [2.14511, 1.38570, 0.10332], [1.98722, 1.25101, 1.94567], [-2.51994, 0.57535, 0.24092], [2.14776, -0.89529, 1.96644], [-2.30116, -3.46728, -1.16685], [3.03848, -0.71852, 0.55578], [-1.69080, -0.31856, -1.02206], [0.12328, 1.87363, 1.69184]], "forces_ev_per_angstrom": [[0.526, 0.562, 0.119], [0.156, -0.045, 0.335], [1.211, -0.404, -0.923], [0.599, -0.059, 2.073], [-0.582, -1.236, -1.554], [-0.794, 0.869, -0.726], [1.880, 0.247, 2.119], [-0.321, 0.259, 0.758], [-0.218, -0.414, 0.054], [-0.317, 0.046, -0.926], [-0.080, 0.384, 0.575], [0.459, 0.501, -0.216], [0.580, -0.371, -0.095], [-0.356, -0.064, -0.199], [-0.312, -0.067, -0.214], [-0.899, -0.173, -0.549], [-0.358, -0.055, 0.107], [-1.176, 0.020, -0.738]], "nbo_charge": [-0.955, -0.928, -0.652, -0.699, -0.203, 0.572, -0.632, 0.340, 0.477, 0.222, 0.191, 0.190, 0.394, 0.197, 0.481, 0.205, 0.410, 0.390], "smiles": "[H]/N=C(\\N)NCC.O", "energy_ha": -360.35861, "e_homo_ev": -8.45, "orbital_gap_ev": 9.127, "e_above_lowest_kcal_mol": 49.4}